# 1
56
Properties=species:S:1:pos:R:3:nbo_charge:R:1 method="wB97M-V/def2-TZVPD" total_energy_ev=-33784.19069 mol_weight_g_mol=389.50 e_above_lowest_kj_mol=377.1 total_charge=0 e_lumo_ev=-1.007
C -5.2306 0.0509 1.7728 -0.40
N -4.1405 0.8693 2.2914 -0.45
C -4.5944 2.1518 2.8154 -0.41
C -2.8054 0.6759 1.9463 0.19
C -2.0233 1.7559 1.4923 -0.26
C -0.7212 1.5526 1.0400 -0.18
C -0.1025 0.3165 1.2347 -0.08
C 1.4285 0.0691 0.9681 -0.20
C 2.3507 1.0926 1.5788 -0.57
C 3.6673 0.7172 1.8013 0.31
N 4.7733 0.3558 1.9645 -0.51
C 2.0185 2.4100 1.8733 0.31
N 1.7726 3.5401 2.0917 -0.45
C -0.8333 -0.7109 1.8595 -0.13
C -2.2030 -0.6026 2.0422 -0.28
H -4.8623 -0.9326 1.4533 0.21
H -5.9938 -0.0766 2.5628 0.19
H -5.7435 0.5439 0.9176 0.18
H -3.8098 2.5544 3.4737 0.22
H -4.8062 2.8826 2.0070 0.17
H -5.5232 1.9978 3.3968 0.20
H -2.4500 2.7555 1.4645 0.22
H -0.1782 2.3902 0.6002 0.24
H 1.7076 -0.9033 1.4148 0.22
H -0.3127 -1.6061 2.2142 0.21
H -2.8060 -1.4517 2.3520 0.22
C -1.8465 -2.5335 -2.1971 -0.63
C -1.6382 -1.1386 -1.6510 -0.21
N -0.2661 -0.6307 -1.8657 -0.48
C 0.0237 0.0968 -3.1077 -0.20
C -0.2773 1.5864 -3.0005 -0.62
C 0.7110 -1.1242 -1.0289 0.72
C 1.7316 -0.0992 -0.5253 -0.12
N 3.1556 -0.6360 -0.7870 -0.28
C 3.4400 -1.8829 -0.3235 0.08
C 4.7427 -2.3373 -0.2525 -0.22
C 5.7915 -1.4807 -0.5692 -0.08
C 5.4700 -0.2496 -1.1490 -0.22
C 4.1511 0.1559 -1.2674 0.11
O 0.6624 -2.2844 -0.6073 -0.63
H -2.8675 -2.8711 -1.9780 0.21
H -1.6843 -2.5300 -3.2803 0.20
H -1.1326 -3.2135 -1.7201 0.24
H -2.3345 -0.4132 -2.0982 0.20
H -1.8123 -1.1490 -0.5628 0.23
H 1.0829 -0.0647 -3.3532 0.20
H -0.5776 -0.3507 -3.9185 0.21
H -0.2990 2.0092 -4.0129 0.21
H -1.2566 1.7551 -2.5275 0.22
H 0.4929 2.1150 -2.4183 0.20
H 1.5746 0.8772 -1.0355 0.25
H 2.5756 -2.4766 -0.0313 0.28
H 4.8840 -3.3522 0.1020 0.24
H 6.8227 -1.7267 -0.3033 0.24
H 6.2480 0.4356 -1.4575 0.25
H 3.8534 1.1152 -1.7016 0.24

=====

# 2
66
Properties=species:S:1:pos:R:3:nbo_charge:R:1 method="wB97M-V/def2-TZVPD" total_energy_ev=-110453.35359 mol_weight_g_mol=691.54 total_charge=0 smiles="C[C@@H](Cl)[C@@H](Cl)c1cccc2c1C(=O)c1ccccc1C2=O.O=S1(=O)OCCO1.O=S1(=O)OCCO1.O=S1(=O)OCCO1" e_lumo_ev=-0.985
C -1.5564 0.9688 1.8777 -0.64
C -1.3475 -0.2883 2.7157 -0.18
Cl -2.2933 -0.2712 4.2445 -0.04
C -1.5144 -1.6351 1.9701 -0.23
Cl -3.2149 -2.1569 1.7848 -0.02
C -0.6470 -1.7752 0.7306 -0.02
C 0.5179 -2.5102 0.8699 -0.18
C 1.4310 -2.7006 -0.1369 -0.18
C 1.1941 -2.1273 -1.3705 -0.17
C 0.0502 -1.3980 -1.5329 -0.13
C -0.8925 -1.2066 -0.5306 -0.06
C -2.0819 -0.3593 -0.9130 0.55
O -3.2533 -0.6077 -0.7220 -0.51
C -1.7630 0.8929 -1.7305 -0.05
C -2.3633 2.1102 -1.4996 -0.19
C -2.0302 3.1516 -2.3243 -0.19
C -1.1506 2.9773 -3.3698 -0.20
C -0.5290 1.7739 -3.6053 -0.18
C -0.8562 0.7121 -2.7481 -0.14
C -0.2301 -0.6913 -2.8842 0.57
O 0.0254 -1.1909 -3.9578 -0.51
H -2.5153 0.9540 1.3548 0.22
H -1.4328 1.8495 2.5118 0.24
H -0.7507 0.9993 1.1309 0.22
H -0.3004 -0.2874 3.0417 0.22
H -1.1017 -2.3605 2.6799 0.23
H 0.7050 -2.9345 1.8554 0.22
H 2.3264 -3.2733 0.0802 0.23
H 1.9372 -2.2460 -2.1530 0.23
H -3.0693 2.2448 -0.6866 0.23
H -2.4836 4.1291 -2.1877 0.22
H -0.9395 3.8126 -4.0328 0.22
H 0.1848 1.6300 -4.4100 0.23
C -6.5963 -2.2364 -0.4041 -0.10
C -5.9971 -3.3074 -1.2860 -0.10
O -6.4431 -4.5398 -0.7066 -0.69
S -7.8993 -4.3303 -0.0601 2.54
O -8.8781 -4.7749 -0.9842 -0.90
O -7.8627 -4.7905 1.2786 -0.89
O -7.9001 -2.7238 -0.0625 -0.69
H -6.0244 -2.1151 0.5180 0.20
H -6.6712 -1.2780 -0.9110 0.21
H -4.9113 -3.2657 -1.3122 0.22
H -6.3881 -3.2495 -2.3048 0.19
C 2.7746 1.2643 -2.7386 -0.11
C 4.2321 1.6278 -2.5589 -0.10
O 4.2741 2.2871 -1.2843 -0.69
S 3.1502 1.6606 -0.3188 2.55
O 3.7583 0.6866 0.5168 -0.91
O 2.3677 2.7218 0.1973 -0.89
O 2.3140 0.8941 -1.4522 -0.69
H 2.1775 2.1212 -3.0582 0.20
H 2.6418 0.4447 -3.4431 0.22
H 4.6066 2.2801 -3.3426 0.22
H 4.8579 0.7340 -2.5019 0.20
C 6.1467 1.7859 2.5313 -0.11
C 5.6136 2.8992 3.4052 -0.10
O 5.5956 2.3421 4.7241 -0.68
S 6.8120 1.3022 4.8816 2.54
O 7.8962 1.9600 5.5140 -0.90
O 6.2899 0.0762 5.3613 -0.89
O 7.1592 1.1481 3.3206 -0.69
H 5.3725 1.0517 2.3085 0.21
H 6.5714 2.1566 1.6012 0.21
H 4.6181 3.2211 3.1099 0.22
H 6.2865 3.7603 3.4093 0.19

=====

# 3
14
Properties=species:S:1:pos:R:3:nbo_charge:R:1 method="wB97M-V/def2-TZVPD" total_energy_ev=-9635.58549 mol_weight_g_mol=101.11 e_above_lowest_kj_mol=236.7 total_charge=0 e_lumo_ev=0.695
C 0.4481 0.0166 -0.0429 0.58
C -1.8463 -0.5924 0.5171 0.28
H 0.8710 2.3911 -1.7395 0.36
H 1.2119 1.0381 -2.6189 0.37
H 2.4107 0.4989 0.0432 0.43
H 1.7527 -0.4150 1.4240 0.37
H -0.0865 -1.2048 1.6196 0.39
H -1.8584 -0.0108 -0.5626 0.20
H -2.7628 -1.7343 1.9463 0.32
N 1.3434 1.4054 -1.6284 -0.70
N 0.2436 0.5753 -1.1857 -0.44
N 1.7458 -0.2062 0.4435 -0.84
N -0.5352 -0.6674 0.7610 -0.63
N -2.9378 -1.0945 1.0234 -0.69

=====

Calculated frontier orbital gap (Eh), listed in the same order as above: 0.201; 0.337; 0.354
Calculated maximum force (eV Å⁻¹), listed in the same order as above: 2.31; 2.51; 4.49
Calculated HOMO energy (eV), listed in the same order as above: -6.477; -10.156; -8.944